No. 1
ORCA calculation (ωB97M-V with the def2-TZVPD basis set) on an isolated ion of composition C8H18N3 and charge +1 at a distorted geometry.

Summary:
Total charge: +1
Orbital gap (eV): 10.0
Energy relative to the best compared isomer or geometry (same formula, charge and spin) (kcal/mol): 123.94
LUMO (eV): -2.550
Highest occupied orbital energy (eV): -12.6

Bonds (Å) are listed after each position.
Cartesian coordinates (Å):
1 C -1.254 -1.209 -4.347  C2 1.334, H12 1.011, H13 1.009
2 C -1.112 -0.189 -3.499  C1 1.334, C3 1.516, H14 1.019
3 C -1.371 -0.607 -2.065  C2 1.516, C4 1.540, H15 1.018, H16 1.160
4 C -0.073 -0.467 -1.248  C3 1.540, C5 1.516, H17 1.029, H18 1.213
5 C -0.437 -0.426 0.223  C4 1.516, N6 1.482, H19 1.041, H20 1.067
6 N 0.744 -0.168 1.082  C5 1.482, C7 1.481, C8 1.548, N11 1.435
7 C 2.052 -0.825 0.853  N6 1.481, H21 1.141, H22 1.063, H23 1.130
8 C 0.994 1.338 1.337  N6 1.548, N9 1.448, H24 1.021, H25 1.064
9 N 0.777 1.053 2.739  C8 1.448, C10 1.477, N11 1.485
10 C -0.280 1.897 3.333  N9 1.477, H26 1.003, H27 1.037, H28 1.082
11 N 0.230 -0.289 2.416  N6 1.435, N9 1.485, H29 1.063
12 H -1.191 -1.107 -5.351  C1 1.011
13 H -1.523 -2.126 -4.026  C1 1.009
14 H -0.888 0.741 -3.850  C2 1.019
15 H -1.582 -1.597 -1.956  C3 1.018
16 H -2.078 0.153 -1.549  C3 1.160
17 H 0.522 -1.206 -1.645  C4 1.029
18 H 0.299 0.673 -1.433  C4 1.213
19 H -1.218 0.254 0.327  C5 1.041
20 H -0.820 -1.400 0.428  C5 1.067
21 H 1.718 -1.911 0.953  C7 1.141
22 H 2.364 -0.831 -0.164  C7 1.063
23 H 2.773 -0.570 1.684  C7 1.130
24 H 0.228 1.887 0.946  C8 1.021
25 H 1.991 1.596 1.069  C8 1.064
26 H -0.357 1.712 4.316  C10 1.003
27 H 0.154 2.838 3.362  C10 1.037
28 H -1.316 1.826 3.026  C10 1.082
29 H 0.654 -1.037 3.040  N11 1.063

No. 2
ORCA calculation (ωB97M-V with the def2-TZVPD basis set) on an isolated ion of composition C8H18N3O and charge +1 at a distorted geometry.

Summary:
Total charge: +1
Orbital gap (eV): 9.3
Energy relative to the best compared isomer or geometry (same formula, charge and spin) (kcal/mol): 30.65
LUMO (eV): -2.661
Highest occupied orbital energy (eV): -12.0

Bonds (Å) are listed after each position.
Cartesian coordinates (Å):
1 C -2.834 1.478 -0.038  N2 1.518, H13 1.077, H14 1.154, H15 1.078
2 N -1.896 0.287 -0.130  C1 1.518, C3 1.513, C4 1.294
3 C -2.505 -1.067 -0.423  N2 1.513, H16 1.079, H17 1.102, H18 1.103
4 C -0.610 0.417 -0.076  N2 1.294, N5 1.324, C10 1.756
5 N -0.004 1.590 0.026  C4 1.324, C6 1.417, H19 0.958
6 C 1.275 1.803 -0.544  N5 1.417, C7 1.580, H20 1.091, H21 1.134
7 C 2.525 1.234 0.239  C6 1.580, N8 1.462, H22 1.141, H23 1.079
8 N 2.952 0.022 -0.457  C7 1.462, C9 1.402, H24 1.017
9 C 2.286 -1.159 -0.102  N8 1.402, C10 1.889, H25 1.066, H26 1.123
10 C 0.409 -1.008 0.054  C4 1.756, C9 1.889, C11 1.600, O12 1.467
11 C -0.027 -1.498 1.513  C10 1.600, H27 1.139, H28 1.087, H29 1.119
12 O 0.000 -1.887 -1.047  C10 1.467, H30 0.978
13 H -2.378 2.362 -0.450  C1 1.077
14 H -3.875 1.306 -0.504  C1 1.154
15 H -3.089 1.560 1.007  C1 1.078
16 H -2.976 -1.519 0.435  C3 1.079
17 H -3.113 -0.870 -1.322  C3 1.102
18 H -1.671 -1.738 -0.688  C3 1.103
19 H -0.632 2.258 0.305  N5 0.958
20 H 1.320 2.892 -0.604  C6 1.091
21 H 1.110 1.433 -1.603  C6 1.134
22 H 3.345 1.974 -0.046  C7 1.141
23 H 2.309 1.070 1.283  C7 1.079
24 H 3.102 0.219 -1.444  N8 1.017
25 H 2.528 -1.573 0.851  C9 1.066
26 H 2.425 -1.746 -1.049  C9 1.123
27 H 0.666 -1.127 2.337  C11 1.139
28 H 0.079 -2.578 1.465  C11 1.087
29 H -1.102 -1.383 1.804  C11 1.119
30 H 0.380 -2.751 -0.792  O12 0.978

No. 3
ORCA calculation (ωB97M-V with the def2-TZVPD basis set) on an isolated ion of composition C8H18N3O3 and charge +1 at a distorted geometry.

Summary:
Total charge: +1
Orbital gap (eV): 9.2
Energy relative to the best compared isomer or geometry (same formula, charge and spin) (kcal/mol): 109.68
LUMO (eV): -3.390
Highest occupied orbital energy (eV): -12.6

Bonds (Å) are listed after each position.
Cartesian coordinates (Å):
1 H -2.489 -2.425 -0.956  N2 1.009
2 N -1.663 -1.918 -1.236  H1 1.009, C3 1.248
3 C -1.073 -1.355 -0.291  N2 1.248, O4 1.345, C12 1.552
4 O -0.041 -0.527 -0.530  C3 1.345, C5 1.403
5 C 0.593 -0.411 -1.776  O4 1.403, C6 1.509, H16 1.104, H17 1.135
6 C 0.863 1.058 -1.994  C5 1.509, N7 1.454, C9 1.499, H18 1.057
7 N 0.156 2.183 -1.405  C6 1.454, O8 1.351, C9 1.448
8 O -0.948 2.320 -0.639  N7 1.351, H19 1.037
9 C 1.562 2.032 -1.094  C6 1.499, N7 1.448, C10 1.559, N11 1.526
10 C 2.014 1.581 0.328  C9 1.559, H20 1.025, H21 1.058, H22 1.104
11 N 2.466 3.167 -1.565  C9 1.526, H23 1.077, H24 1.068, H25 1.063
12 C -1.513 -0.987 1.151  C3 1.552, O13 1.454, C14 1.536, H26 1.028
13 O -0.810 0.260 1.403  C12 1.454, H27 1.011
14 C -1.067 -2.027 2.190  C12 1.536, C15 1.627, H28 1.072, H29 1.118
15 C -2.051 -3.314 2.045  C14 1.627, H30 1.002, H31 1.073, H32 1.065
16 H 0.008 -0.832 -2.612  C5 1.104
17 H 1.662 -0.794 -1.742  C5 1.135
18 H 0.796 1.245 -3.032  C6 1.057
19 H -1.158 1.547 0.019  O8 1.037
20 H 2.790 2.225 0.515  C10 1.025
21 H 2.266 0.556 0.247  C10 1.058
22 H 1.323 1.567 1.189  C10 1.104
23 H 2.078 3.410 -2.540  N11 1.077
24 H 3.519 2.997 -1.616  N11 1.068
25 H 2.228 4.050 -1.022  N11 1.063
26 H -2.521 -0.862 1.308  C12 1.028
27 H -0.715 0.169 2.405  O13 1.011
28 H -0.057 -2.385 2.210  C14 1.072
29 H -1.384 -1.684 3.206  C14 1.118
30 H -2.021 -3.435 1.051  C15 1.002
31 H -3.075 -3.166 2.329  C15 1.073
32 H -1.737 -4.246 2.453  C15 1.065

No. 4
ORCA calculation (ωB97M-V with the def2-TZVPD basis set) on one molecule with the formula C8H18N4O at a distorted geometry.

Summary:
Total charge: 0
Orbital gap (eV): 9.5
Energy relative to the best compared isomer or geometry (same formula, charge and spin) (kcal/mol): 139.92
LUMO (eV): 0.837
Highest occupied orbital energy (eV): -8.6

Bonds (Å) are listed after each position.
Cartesian coordinates (Å):
1 C -2.624 0.862 1.837  C2 1.538, H14 1.047, H15 1.077, H16 1.043
2 C -1.170 1.046 2.305  C1 1.538, N3 1.433, H17 1.154, H18 1.077
3 N -0.358 -0.034 1.827  C2 1.433, N4 1.383, C7 1.795
4 N 0.643 -0.302 2.742  N3 1.383, N5 1.374, H19 0.985
5 N 1.919 0.105 2.439  N4 1.374, N6 1.232
6 N 2.018 0.663 1.344  N5 1.232, C7 1.391
7 C 0.828 0.583 0.628  N3 1.795, N6 1.391, C8 1.668, H20 1.113
8 C 0.862 -0.642 -0.503  C7 1.668, O9 1.430, C10 1.481, C12 1.559
9 O 0.777 -1.898 0.175  C8 1.430, H21 0.976
10 C 1.953 -0.541 -1.499  C8 1.481, C11 1.549, H22 1.120, H23 1.035
11 C 1.799 0.691 -2.425  C10 1.549, H24 1.143, H25 1.112, H26 1.058
12 C -0.562 -0.570 -1.132  C8 1.559, C13 1.571, H27 1.137, H28 1.060
13 C -0.974 -1.322 -2.449  C12 1.571, H29 1.081, H30 1.118, H31 1.038
14 H -3.017 -0.048 2.175  C1 1.047
15 H -3.313 1.603 2.204  C1 1.077
16 H -2.729 0.888 0.800  C1 1.043
17 H -0.861 2.026 1.778  C2 1.154
18 H -1.073 1.015 3.377  C2 1.077
19 H 0.348 -0.269 3.681  N4 0.985
20 H 0.551 1.511 0.080  C7 1.113
21 H 0.062 -1.911 0.841  O9 0.976
22 H 2.931 -0.381 -0.977  C10 1.120
23 H 2.096 -1.420 -2.027  C10 1.035
24 H 2.301 0.707 -3.452  C11 1.143
25 H 0.707 0.889 -2.349  C11 1.112
26 H 2.152 1.525 -1.878  C11 1.058
27 H -0.869 0.523 -1.180  C12 1.137
28 H -1.183 -0.823 -0.311  C12 1.060
29 H -0.419 -2.249 -2.441  C13 1.081
30 H -2.071 -1.519 -2.361  C13 1.118
31 H -0.724 -0.710 -3.249  C13 1.038

No. 5
ORCA calculation (ωB97M-V with the def2-TZVPD basis set) on a 2-piece molecular cluster, C8H18N4O2P overall at a distorted geometry.

Summary:
Total charge: +1
Orbital gap (eV): 7.4
Energy relative to the best compared isomer or geometry (same formula, charge and spin) (kcal/mol): 7.32
LUMO (eV): -3.726
Highest occupied orbital energy (eV): -11.1

Bonds (Å) are listed after each position.
Cartesian coordinates (Å):
1 N -3.021 -4.081 3.754  C2 1.215
2 C -2.497 -3.195 3.109  N1 1.215, C3 1.596
3 C -1.975 -1.790 2.561  C2 1.596, C4 1.616, H10 1.160, H11 1.160
4 C -1.232 -1.974 1.138  C3 1.616, C5 1.599, P7 1.908, H12 1.156
5 C -1.980 -1.131 0.005  C4 1.599, N6 1.218
6 N -2.779 -0.571 -0.724  C5 1.218
7 P -1.072 -3.778 0.537  C4 1.908, N8 1.785, O9 1.734
8 N -2.263 -4.117 -0.749  P7 1.785, H13 1.047, H14 1.046
9 O 0.506 -3.858 -0.178  P7 1.734, H15 0.994
10 H -1.225 -1.291 3.292  C3 1.160
11 H -2.819 -1.011 2.401  C3 1.160
12 H -0.164 -1.540 1.223  C4 1.156
13 H -2.061 -3.496 -1.568  N8 1.047
14 H -3.171 -3.818 -0.324  N8 1.046
15 H 1.104 -3.184 0.239  O9 0.994
16 C 1.601 3.700 -1.235  C17 1.524, H22 1.092, H23 1.094, H24 1.092
17 C 1.633 2.310 -1.858  C16 1.524, C18 1.534, N21 1.499, H25 1.092
18 C 0.541 1.374 -1.324  C17 1.534, O19 1.429, H26 1.096, H27 1.093
19 O 0.876 0.926 -0.009  C18 1.429, C20 1.429
20 C 0.309 1.715 1.039  O19 1.429, H28 1.093, H29 1.092, H30 1.089
21 N 2.953 1.682 -1.525  C17 1.499, H31 1.024, H32 1.026, H33 1.033
22 H 1.949 3.704 -0.200  C16 1.092
23 H 2.252 4.380 -1.793  C16 1.094
24 H 0.591 4.114 -1.259  C16 1.092
25 H 1.574 2.390 -2.945  C17 1.092
26 H 0.521 0.476 -1.953  C18 1.096
27 H -0.456 1.818 -1.375  C18 1.093
28 H -0.613 2.218 0.735  C20 1.093
29 H 1.042 2.451 1.375  C20 1.092
30 H 0.091 1.056 1.878  C20 1.089
31 H 3.750 2.313 -1.645  N21 1.024
32 H 3.118 0.836 -2.081  N21 1.026
33 H 2.918 1.368 -0.542  N21 1.033

No. 6
ORCA calculation (ωB97M-V with the def2-TZVPD basis set) on a 2-piece molecular cluster, C8H18N5O overall at a distorted geometry.

Summary:
Total charge: +1
Orbital gap (eV): 8.3
Energy relative to the best compared isomer or geometry (same formula, charge and spin) (kcal/mol): 39.41
LUMO (eV): -4.400
Highest occupied orbital energy (eV): -12.7

Bonds (Å) are listed after each position.
Cartesian coordinates (Å):
1 C 0.043 0.378 1.513  N9 1.344, N13 1.291, H15 1.199
2 C -3.949 -1.144 -0.261  N10 1.357, O14 1.182, H16 1.129
3 C -0.554 0.447 -0.857  C5 1.476, N9 1.404, H17 1.052, H18 1.077
4 C -1.883 1.499 0.923  C6 1.499, N9 1.475, H19 1.165, H20 1.078
5 C -1.629 -0.540 -1.076  C3 1.476, N10 1.532, H21 1.084, H22 1.105
6 C -3.066 1.159 0.068  C4 1.499, N10 1.461, H23 1.175, H24 1.193
7 C 3.838 0.589 -0.989  N12 1.489, H25 1.163, H26 1.031, H27 1.077
8 C 2.162 -0.887 1.862  N13 1.261, H28 1.106, H29 1.061
9 N -0.608 0.913 0.466  C1 1.344, C3 1.404, C4 1.475
10 N -2.987 -0.205 -0.451  C2 1.357, C5 1.532, C6 1.461
11 N 2.571 -1.710 -0.580  N12 1.461, H30 1.066, H31 0.952
12 N 2.638 -0.290 -0.921  C7 1.489, N11 1.461, H32 0.978
13 N 1.240 -0.106 1.501  C1 1.291, C8 1.261
14 O -3.877 -2.264 -0.634  C2 1.182
15 H -0.231 0.510 2.673  C1 1.199
16 H -4.832 -0.744 0.318  C2 1.129
17 H 0.411 0.196 -1.193  C3 1.052
18 H -0.824 1.332 -1.409  C3 1.077
19 H -1.764 2.657 0.960  C4 1.165
20 H -2.084 1.177 1.932  C4 1.078
21 H -1.650 -0.663 -2.153  C5 1.084
22 H -1.222 -1.504 -0.720  C5 1.105
23 H -4.033 1.288 0.723  C6 1.175
24 H -3.111 1.884 -0.878  C6 1.193
25 H 4.781 0.208 -0.425  C7 1.163
26 H 4.157 0.820 -1.942  C7 1.031
27 H 3.594 1.597 -0.697  C7 1.077
28 H 3.157 -0.407 1.806  C8 1.106
29 H 1.997 -1.926 1.998  C8 1.061
30 H 2.063 -2.297 -1.310  N11 1.066
31 H 3.347 -2.066 -0.159  N11 0.952
32 H 2.305 0.098 -0.088  N12 0.978